174
Properties=species:S:1:pos:R:3:forces:R:3 method="wB97M-V/def2-TZVPD" homo_energy_ev=-9.0 fmax_ha_per_bohr=0.073 orbital_gap_ev=9.24 e_tot_ha=-11910.4952
C 0.72268 2.44473 0.78166 0.17 -0.52 -0.36
C 1.82564 1.37020 0.62229 0.02 0.28 1.03
C 2.00926 0.60310 1.93783 -0.29 -0.47 0.01
C 0.76996 -0.23350 2.37166 1.06 -0.26 0.64
C 0.92939 -1.68116 1.84205 -0.47 0.57 -0.63
C -0.33787 -2.53126 1.49283 0.66 -0.51 0.58
C -1.72788 -1.93297 1.72678 -0.75 0.01 -0.61
N -2.77573 -2.92152 2.09789 1.12 -0.18 1.29
N -2.52110 -4.24559 1.70389 -0.09 -0.45 -0.46
C -3.30666 -2.79870 3.37510 -1.57 0.21 -0.79
Br -5.25184 -2.52307 3.39085 0.39 -0.27 0.42
C -2.69030 -2.88317 4.52955 0.58 -0.47 1.02
C -1.19896 -3.13776 4.61977 -0.52 0.79 0.69
Br -3.62550 -2.73176 6.20472 0.52 0.00 -0.50
C -2.36177 -1.11723 0.51612 1.92 0.69 -0.22
C -2.89350 0.24363 0.98570 -0.64 -0.49 0.75
C -3.71109 0.32161 2.27830 -0.25 1.70 0.37
C -3.88328 1.85118 2.60373 -0.25 -0.70 -0.32
C -5.35904 2.27971 2.78074 1.13 0.92 0.55
O -5.53484 3.60162 2.20015 0.65 -0.23 -0.18
C -5.83191 3.50630 0.86337 2.17 0.28 0.39
C -4.77692 3.65978 -0.21032 0.74 0.32 0.35
O -6.92519 3.27627 0.54285 -3.55 -0.68 -1.05
C -1.27458 -0.75196 -0.56655 -1.81 0.17 -0.57
C -1.11975 -1.79548 -1.69097 2.18 0.25 0.93
N 0.30203 -1.71680 -2.19965 -0.47 -0.02 -1.23
C 0.35982 -0.85252 -3.40078 0.41 0.98 -0.04
C 0.28891 0.65974 -3.10136 -0.25 0.15 0.27
C 0.70728 -3.02599 -2.63318 0.48 0.29 3.57
C 1.32585 -3.94688 -1.57376 -0.50 0.76 -0.02
O 0.59758 -3.42086 -3.72484 -0.15 -0.82 -3.47
O -3.27748 -2.02363 -0.09709 0.00 0.69 -0.47
C -4.36539 -1.60023 -0.84582 -1.00 -1.58 0.20
Cl -4.17012 -0.30388 -2.10530 0.30 -0.01 0.02
P -4.97874 -3.12803 -1.82044 -1.02 1.09 0.08
P -3.77366 -3.55784 -3.56421 0.79 -1.59 -1.35
O -4.60484 -4.44935 -4.36740 -1.39 -0.64 0.05
O -2.39032 -4.36492 -3.27482 -0.21 1.49 0.40
O -3.43871 -2.28359 -4.48325 0.66 0.03 1.28
B -5.70928 -1.24177 -0.00065 0.06 1.06 -0.04
O -6.16832 0.07725 0.06552 0.12 -0.47 -0.26
O -6.42461 -2.20758 0.62807 0.66 0.14 -0.09
H 0.55144 2.61503 1.84770 -0.05 0.21 -0.11
H 1.01740 3.37735 0.29990 -0.12 0.01 0.07
H -0.22136 2.11761 0.33570 0.02 0.09 0.05
H 2.77231 1.87136 0.40357 -0.04 -0.15 -0.24
H 1.62293 0.63174 -0.15401 -0.05 0.22 -0.26
H 2.83183 -0.11240 1.81677 0.03 0.12 0.09
H 2.30466 1.25857 2.76400 -0.07 0.22 -0.25
H -0.18148 0.25209 2.15030 0.09 -0.01 -0.31
H 0.83835 -0.27513 3.46744 -0.35 -0.05 -0.09
H 1.55423 -2.21490 2.56358 -0.16 -0.05 -0.02
H 1.54802 -1.62265 0.93669 -0.20 0.00 0.00
H -0.19448 -2.95083 0.50100 -0.33 0.17 -0.09
H -0.24807 -3.40201 2.14155 -0.31 -0.08 -0.09
H -1.65158 -1.29587 2.60632 0.00 0.35 -0.28
H -2.30007 -4.83391 2.50178 -0.02 0.06 -0.01
H -3.32443 -4.64771 1.23103 -0.13 0.19 0.07
H -0.93480 -3.14931 5.67590 0.25 -0.23 -0.14
H -0.87668 -4.05116 4.12569 -0.06 -0.01 0.01
H -0.69705 -2.27011 4.18908 0.28 -0.19 -0.03
H -3.47714 0.76694 0.22222 0.06 -0.33 -0.18
H -2.01851 0.88544 1.12666 0.12 -0.17 0.04
H -3.24589 -0.10535 3.16860 0.08 -0.39 -0.33
H -4.73105 -0.06654 2.22099 0.37 -0.35 -0.29
H -3.47263 2.46193 1.79816 -0.01 -0.16 -0.06
H -3.26568 2.09197 3.47241 -0.30 0.15 0.10
H -5.52478 2.44137 3.84517 -0.49 -0.23 -0.09
H -6.07968 1.59023 2.33907 0.06 -0.02 0.08
H -5.09591 4.44520 -0.89612 -0.01 -0.02 0.06
H -3.78049 3.89286 0.16843 -0.13 0.08 0.02
H -4.71264 2.73534 -0.78930 -0.17 -0.03 0.15
H -1.68892 0.14048 -1.05189 0.24 0.03 0.04
H -0.33764 -0.42019 -0.13104 0.15 -0.44 0.12
H -1.74750 -1.59781 -2.56100 -0.40 -0.25 0.35
H -1.22973 -2.80615 -1.29319 -0.49 0.10 -0.18
H -0.40786 -1.08179 -4.14929 0.03 -0.33 0.19
H 1.32287 -1.03971 -3.87729 -0.09 -0.12 0.01
H -0.65573 1.11365 -3.41782 0.04 -0.16 -0.06
H 1.09176 1.21070 -3.59567 -0.06 -0.12 -0.07
H 0.37288 0.88824 -2.04038 0.15 -0.15 0.09
H 2.10793 -4.50886 -2.07803 -0.10 -0.19 0.12
H 1.72843 -3.38461 -0.73065 -0.02 -0.11 -0.03
H 0.51833 -4.60122 -1.23285 0.26 -0.18 0.07
H -4.78044 -4.19395 -0.90182 0.49 0.18 -0.29
H -2.66650 -5.12534 -2.74043 0.23 -0.05 -0.15
H -4.28691 -2.02930 -4.87749 0.16 0.00 -0.15
H -6.85180 0.19374 -0.61003 -0.01 0.41 0.28
H -6.85878 -1.80433 1.39491 -0.29 -0.14 -0.31
C 5.69013 6.38017 -0.80724 0.13 0.23 0.31
O 4.88565 5.37068 -1.42454 0.13 0.03 -0.24
P 5.30981 4.77398 -2.83306 -0.22 -0.15 0.06
O 6.49290 5.37141 -3.45154 0.15 0.13 0.04
O 3.97953 4.88509 -3.68944 -0.01 -0.19 0.08
C 3.42827 6.19340 -3.86226 -0.10 0.27 0.02
O 5.39896 3.22531 -2.53708 -0.16 0.07 -0.05
C 6.22703 2.41677 -3.38502 0.21 -0.19 -0.11
H 5.08486 7.27746 -0.68280 -0.05 -0.05 0.00
H 6.00637 6.02440 0.17208 -0.05 -0.05 -0.01
H 6.56996 6.62498 -1.39943 -0.06 -0.11 -0.11
H 4.21610 6.94304 -3.95970 0.01 -0.03 -0.04
H 2.79600 6.43859 -3.00817 0.03 -0.02 0.01
H 2.82138 6.20181 -4.76410 0.06 -0.13 -0.02
H 7.24603 2.42633 -3.00102 0.02 0.03 -0.07
H 6.22140 2.77445 -4.41353 0.01 0.05 0.03
H 5.84701 1.39783 -3.36191 -0.11 0.06 0.09
C 2.70743 11.57595 -5.50906 0.13 0.24 0.31
O 1.91265 10.55044 -6.11292 0.14 0.01 -0.25
P 2.34152 9.94152 -7.51426 -0.19 -0.28 0.09
O 3.51668 10.54201 -8.14395 0.14 0.17 0.05
O 1.00824 10.02750 -8.36932 0.01 -0.20 0.10
C 0.44294 11.32676 -8.55741 -0.10 0.24 0.01
O 2.45456 8.39241 -7.20319 -0.22 0.23 -0.07
C 3.29983 7.61075 -8.05758 0.29 -0.19 -0.13
H 2.09298 12.46822 -5.39470 -0.05 -0.05 0.00
H 3.02865 11.23555 -4.52591 -0.05 -0.05 -0.01
H 3.58392 11.82267 -6.10537 -0.05 -0.12 -0.11
H 1.22133 12.08401 -8.66907 0.01 -0.03 -0.04
H -0.19058 11.57615 -7.70552 0.03 -0.01 0.01
H -0.16342 11.30872 -9.45927 0.05 -0.12 -0.01
H 4.32052 7.65049 -7.67996 0.01 0.04 -0.08
H 3.27539 7.97452 -9.08381 0.02 0.02 0.03
H 2.95542 6.57933 -8.04049 -0.16 0.07 0.13
C 9.83892 -3.37062 -1.81523 0.40 -0.11 -0.07
O 8.55633 -2.86188 -2.19495 -0.12 -0.02 0.27
P 7.52889 -2.39524 -1.08055 -0.11 0.06 -0.23
O 7.95284 -2.59406 0.30563 0.15 -0.08 0.10
O 6.18787 -3.14167 -1.48381 0.01 0.17 -0.08
C 6.23061 -4.56954 -1.53277 0.04 -0.24 -0.04
O 7.22124 -0.90175 -1.49139 -0.11 -0.12 -0.04
C 6.75540 -0.01140 -0.46778 -0.06 0.25 0.18
H 9.92501 -4.39562 -2.17403 -0.05 0.03 -0.04
H 10.60911 -2.76190 -2.28594 -0.06 0.02 -0.04
H 9.98394 -3.35881 -0.73659 -0.16 0.07 0.01
H 6.87272 -4.97288 -0.74729 -0.03 0.03 0.02
H 6.59920 -4.89059 -2.50748 0.02 0.02 0.02
H 5.22105 -4.94726 -1.39168 -0.02 0.12 0.02
H 7.61114 0.42754 0.04290 -0.02 -0.05 0.05
H 6.12368 -0.52698 0.25447 0.04 -0.02 0.00
H 6.17820 0.78028 -0.94017 0.02 -0.08 -0.13
C -7.69025 -8.76450 -0.31004 -0.06 -0.24 -0.35
O -8.10546 -8.14855 0.91364 0.32 0.13 0.05
P -7.23299 -6.98883 1.55239 -0.36 0.11 0.13
O -5.98065 -6.67247 0.85877 0.18 -0.05 -0.14
O -7.06064 -7.44984 3.06097 -0.10 0.08 -0.02
C -6.42750 -8.71110 3.28423 0.07 -0.22 0.02
O -8.26217 -5.80030 1.67367 0.03 -0.26 0.18
C -7.72026 -4.47201 1.71684 0.03 0.13 -0.35
H -7.52380 -9.82510 -0.12491 -0.04 0.02 0.05
H -8.48517 -8.65097 -1.04503 -0.03 0.02 0.06
H -6.77548 -8.32503 -0.70310 -0.01 0.10 0.13
H -5.63175 -8.88834 2.55785 0.01 0.03 0.02
H -7.16813 -9.50865 3.21664 0.01 0.02 -0.03
H -5.99872 -8.70678 4.28317 -0.04 0.12 0.00
H -7.58343 -4.10707 0.69804 -0.01 -0.18 0.22
H -6.76924 -4.45011 2.24209 0.00 -0.04 -0.07
H -8.42630 -3.82627 2.23524 -0.15 -0.16 0.06
C 1.61294 1.26355 7.47965 -0.11 0.39 -0.11
O 2.35034 0.31768 8.26027 -0.13 -0.23 -0.18
P 2.49190 -1.18122 7.76228 0.22 0.05 0.27
O 1.76855 -1.51717 6.53429 -0.19 0.06 -0.22
O 2.07411 -2.02964 9.03515 0.17 0.02 -0.02
C 0.75949 -1.81348 9.55481 -0.22 0.08 0.09
O 4.05489 -1.38718 7.70946 -0.14 -0.07 0.09
C 4.56635 -2.40667 6.83836 0.15 -0.15 -0.18
H 0.77943 1.63116 8.07703 0.04 -0.02 0.05
H 2.26813 2.09662 7.23037 0.04 -0.03 0.05
H 1.22540 0.82672 6.56079 0.07 -0.14 0.05
H 0.04170 -1.63118 8.75232 0.02 -0.04 -0.01
H 0.77151 -0.96132 10.23495 0.01 0.01 -0.03
H 0.45763 -2.70240 10.10257 0.11 -0.04 -0.05
H 4.70351 -1.99226 5.84089 -0.06 -0.04 -0.01
H 3.89549 -3.26338 6.78987 -0.02 0.03 -0.01
H 5.52854 -2.73106 7.22631 -0.03 0.11 0.12

=====

19
Properties=species:S:1:pos:R:3:forces:R:3 method="wB97M-V/def2-TZVPD" s_squared=0.754 total_charge=+2 homo_energy_ev="-17.9 / -17.9" fmax_ha_per_bohr=0.056 orbital_gap_ev="10.39 / 4.62" de_lowest_kcal_mol=29.02 spin_multiplicity=2 e_tot_ha=-306.1088
C -1.44102 0.02534 -0.18582 -0.07 -1.61 0.31
C -1.10364 1.01675 0.97563 0.24 0.54 -2.81
C -0.34845 0.53942 2.24023 -0.17 0.30 -0.25
N 1.05226 0.15519 2.10789 -1.22 -0.12 2.22
N -0.22222 -0.78302 -0.62657 0.49 -1.32 -0.05
H -1.85279 0.35422 -1.14592 0.07 1.18 0.59
H -2.20848 -0.69188 0.15126 0.57 -0.09 0.01
H -0.48137 1.76977 0.46823 -0.48 0.43 0.60
H -2.09701 1.38960 1.25446 0.54 0.38 0.27
H -0.25714 1.46892 2.83983 -0.26 -0.08 -0.08
H -0.99560 -0.17775 2.74928 0.70 -0.50 0.08
H 1.74551 0.88054 2.33422 0.14 0.06 -0.88
H 0.40621 -0.89731 0.16006 0.28 -0.18 0.06
H 1.29214 -0.71685 2.60052 0.21 -0.15 -0.53
H 0.38790 -0.52858 -1.42170 -0.29 1.12 -0.22
H -0.44097 -1.74716 -0.91786 -0.52 0.09 0.30
H 2.41526 -0.40432 -4.03493 -0.21 0.29 0.42
H 1.23814 -1.29815 -4.18538 -0.20 0.20 0.19
O 1.55128 -0.57349 -3.62063 0.17 -0.54 -0.25

=====

91
Properties=species:S:1:pos:R:3:forces:R:3 method="wB97M-V/def2-TZVPD" homo_energy_ev=-7.5 fmax_ha_per_bohr=0.069 orbital_gap_ev=6.20 de_lowest_kcal_mol=14.39 e_tot_ha=-5088.4596
Zn 1.30924 -1.74045 0.43869 -0.79 0.46 1.62
C -2.57232 0.46797 5.31323 -0.27 -0.84 -0.57
C -2.69606 0.28642 3.99042 -0.34 -0.40 0.21
C -3.31825 1.27546 3.03337 -0.20 0.35 -0.22
C -2.34289 2.25844 2.31236 -0.59 -1.50 0.05
C -1.22339 2.71334 3.18071 0.25 0.25 0.12
C -1.39977 3.26018 4.38996 0.44 0.61 -0.44
C -2.55673 3.08030 5.32403 -0.55 0.31 0.56
C -2.55496 1.72886 6.10037 -0.19 0.40 -0.18
C 2.59778 -0.57215 1.34355 1.79 0.75 -0.76
H -2.51777 -0.41967 5.95823 0.58 0.32 -0.43
H -2.45529 -0.69803 3.54090 -0.40 0.46 0.60
H -4.10501 1.84502 3.56458 0.46 -0.30 -0.31
H -3.85597 0.67745 2.27649 0.12 0.25 0.14
H -1.95134 1.73739 1.42538 0.04 0.19 0.15
H -2.93102 3.10138 1.94321 0.09 0.09 -0.03
H -0.21450 2.49936 2.78690 -0.41 1.02 0.15
H -0.63752 3.94714 4.78246 0.11 -1.06 0.01
H -3.52877 3.23411 4.84377 0.09 0.04 0.14
H -2.44421 3.84272 6.10866 -0.31 -0.04 -0.24
H -1.63181 1.67450 6.69723 -0.21 0.14 -0.02
H -3.39787 1.68297 6.81439 0.27 0.32 -0.12
H 2.38940 -0.28385 2.39785 -0.50 -0.52 -0.92
H 2.69353 0.35046 0.70854 -0.14 -0.67 0.57
H 3.60153 -1.04505 1.31161 -0.48 0.21 -0.01
P 0.28730 -2.02489 -3.19303 -0.39 -0.45 -0.31
P 2.14213 0.27197 -3.76748 0.79 0.54 -1.00
C -0.45373 -0.46739 -3.77493 0.66 0.91 -0.18
C 0.41712 0.42378 -4.30820 -0.84 -1.09 0.05
C -0.32601 -3.09975 -4.59538 0.09 -0.24 0.00
C -1.39655 -2.76730 -5.43542 -0.05 -0.19 0.06
C -1.83601 -3.64720 -6.42723 0.12 0.16 0.16
C -1.19161 -4.86536 -6.61172 0.20 -0.05 0.22
C -0.08639 -5.19565 -5.82133 -0.18 0.18 -0.06
C 0.35168 -4.30822 -4.83821 -0.21 0.13 0.16
C -0.88044 -2.34460 -1.82377 0.32 -0.45 0.13
C -0.75347 -1.51984 -0.66559 -0.72 -0.11 -0.81
C -1.77697 -1.59624 0.29696 0.19 -0.20 0.64
C -2.78703 -2.56205 0.20732 0.35 0.09 -0.18
C -2.80616 -3.44709 -0.87843 0.00 0.24 0.32
C -1.84449 -3.35111 -1.88416 -0.13 0.32 0.13
C 2.84322 0.77724 -5.43917 0.36 0.10 0.13
C 2.57230 -0.01886 -6.56738 -0.14 0.28 0.24
C 2.83336 0.45915 -7.85034 0.10 0.08 0.12
C 3.41574 1.71720 -8.01633 -0.06 0.02 0.03
C 3.80678 2.45682 -6.90184 0.03 -0.21 -0.04
C 3.55789 1.96457 -5.61999 -0.26 0.05 -0.13
C 2.21726 1.84482 -2.81222 0.16 0.07 -0.16
C 3.39459 2.08135 -2.08318 -0.27 0.19 -0.13
C 3.57804 3.30188 -1.43679 -0.28 0.31 -0.07
C 2.58304 4.29359 -1.49784 0.25 -0.37 -0.15
C 1.40495 4.03824 -2.20063 -0.11 0.12 0.04
C 1.20912 2.81805 -2.84441 0.46 0.08 0.09
H -1.54354 -0.34459 -3.74834 0.33 -0.06 -0.49
H 0.16489 1.17922 -5.06723 -0.24 0.01 0.74
H -1.90394 -1.81681 -5.31660 -0.02 -0.13 0.00
H -2.69089 -3.37790 -7.04825 0.25 -0.05 0.15
H -1.54854 -5.55672 -7.36908 0.08 0.07 0.08
H 0.42361 -6.14726 -5.97033 -0.07 0.28 0.03
H 1.22405 -4.55136 -4.23463 -0.14 -0.03 -0.07
H -0.08637 -0.62202 -0.71408 -0.62 -0.36 -0.06
H -1.71813 -0.95640 1.18177 -0.16 -0.13 -0.39
H -3.53362 -2.62654 1.00085 0.22 0.04 -0.30
H -3.59769 -4.19359 -0.96084 0.25 0.16 0.09
H -1.88636 -4.01209 -2.75256 0.00 0.24 0.27
H 2.12064 -1.00037 -6.43736 -0.09 0.13 -0.04
H 2.56398 -0.13505 -8.72546 0.10 0.12 0.29
H 3.55566 2.12218 -9.01722 0.05 -0.11 0.20
H 4.28415 3.42936 -7.02761 -0.06 -0.29 0.04
H 3.88370 2.53010 -4.75209 -0.18 0.08 -0.11
H 4.17803 1.31790 -2.06030 -0.25 0.24 0.04
H 4.50909 3.49798 -0.91007 -0.20 -0.04 -0.02
H 2.74257 5.26533 -1.02333 -0.07 -0.39 -0.11
H 0.62849 4.80432 -2.28351 0.29 -0.24 0.15
H 0.28882 2.65077 -3.40097 0.24 0.07 0.17
O 0.73106 2.17077 5.25838 0.98 -1.13 0.80
S 1.40256 0.88711 5.32194 -0.44 -0.38 -0.65
O 2.83783 0.87573 5.46639 -0.38 -0.01 0.07
N 0.93168 -0.01234 4.03284 0.13 -0.84 0.24
C 0.34145 -1.18084 4.32272 1.14 3.12 -1.24
S -0.09634 -2.05515 2.94812 -0.72 -1.78 0.04
C 0.07702 -1.32898 5.77891 -0.96 0.38 1.30
C -0.82700 -2.12385 6.51638 0.49 0.09 -0.08
C -0.90088 -1.99534 7.92273 0.14 0.01 -0.81
C -0.18562 -0.99730 8.57628 0.20 0.09 -0.04
C 0.50030 -0.04183 7.82951 0.30 -0.33 -0.73
C 0.63175 -0.23488 6.46049 -0.16 -0.18 0.97
H -1.53253 -2.76793 5.99408 0.46 -0.24 0.07
H -1.53615 -2.66795 8.49708 0.12 0.13 -0.20
H -0.13569 -0.95220 9.66009 -0.33 0.07 -0.12
H 0.97028 0.83114 8.25516 0.01 0.00 0.32